Record 1
{"formula": "C20H35F3N8O2P", "method": "ωB97M-V with the def2-TZVPD basis set", "symbols": ["H", "H", "C", "H", "H", "F", "N", "H", "N", "N", "H", "N", "C", "P", "H", "H", "H", "H", "H", "H", "H", "H", "H", "C", "H", "H", "C", "C", "H", "H", "C", "C", "C", "O", "H", "H", "C", "N", "C", "H", "H", "C", "C", "C", "H", "H", "H", "C", "C", "F", "H", "C", "N", "N", "C", "H", "H", "F", "H", "C", "C", "H", "H", "H", "N", "C", "O", "H", "H"], "positions_angstrom": [[4.5071, -1.9196, -0.3393], [-1.1752, 1.0565, 2.0436], [-3.5004, 1.8948, 2.0945], [-0.8603, 1.2397, 5.9500], [-0.1311, 2.7421, 0.9826], [-4.0125, -3.7414, -0.6149], [1.3327, 0.6370, 2.7237], [2.9165, -4.0416, 0.1350], [1.0112, -1.0439, 4.8086], [-0.1779, 0.2988, -1.5636], [-4.0731, -0.0507, 1.4906], [-2.6962, 2.6552, 2.4001], [1.5961, 0.1388, 0.2349], [-2.2496, 0.0573, -3.5921], [-5.0547, 1.2613, 0.8066], [-0.2464, 0.3493, 7.3582], [-1.1675, -2.7332, -3.9632], [-1.3507, 2.1043, -1.0463], [2.3100, 0.3458, 2.6786], [0.7439, -0.1214, 3.0945], [2.5948, -2.5121, 0.9584], [-5.2595, 0.7943, 2.5067], [-0.3104, 6.9996, 0.4087], [1.1673, -3.0289, -0.6335], [-3.0954, 0.9165, -2.8125], [2.2712, -0.5747, 0.7475], [0.2756, -0.4820, 5.4858], [4.4715, -0.8933, -2.5739], [2.2649, 0.8730, -0.3012], [0.0852, 2.9982, -3.3424], [-2.8505, -3.0641, -0.9534], [-1.0529, -3.0534, -2.8910], [-0.4419, 1.7297, -1.5893], [-3.0131, -1.0567, -4.2522], [-1.6626, 0.8984, -4.5826], [4.9174, -1.7000, -3.2221], [0.4608, 6.5459, 1.0303], [0.5541, -1.7944, -1.1275], [-2.4895, -3.4901, -2.4024], [1.2706, 3.1283, -1.8483], [5.2547, -0.5531, -1.8464], [0.7770, 0.9290, 1.3666], [0.3528, 2.6639, -2.3028], [0.6549, -0.4640, -0.8232], [4.2622, -3.2023, -1.5697], [-2.5065, -4.6160, -2.4039], [-3.3095, -3.1552, -3.0773], [1.1240, 5.4520, 0.2882], [-0.4493, -1.8352, -2.1357], [-1.9321, -3.4133, -0.0021], [0.5063, -3.4853, 0.1562], [2.6182, -2.9728, -0.0682], [0.8105, 2.4023, 1.2120], [-0.6352, 0.5056, 1.3670], [-4.5370, 0.9134, 1.6999], [4.2220, -0.0374, -3.2433], [-1.6101, -0.2986, 6.4248], [-3.1916, -1.7281, -0.8337], [-0.7410, -0.4961, 1.5323], [-0.6697, 0.2477, 6.3596], [-0.9398, -0.5315, -2.4315], [-0.3064, -3.8849, -2.9048], [1.1526, -3.7762, -1.4739], [1.3714, 2.6841, 0.3955], [1.6376, 4.6040, -0.2868], [3.7244, -2.3928, -1.0077], [3.2832, -1.3798, -1.9164], [1.1934, 7.3055, 1.3013], [0.0029, 6.1516, 1.9372]], "atomic_forces_ev_per_a": [[-0.64, -0.59, -0.54], [0.43, -0.40, -0.22], [-0.64, -0.40, -0.17], [0.06, -0.05, -0.02], [0.37, -0.17, 0.32], [1.28, 0.74, -0.15], [-0.80, -0.48, -1.40], [-0.47, 0.99, -0.25], [-0.12, -0.43, 0.45], [0.94, -0.97, 1.46], [0.02, 0.06, 0.00], [0.00, -0.01, -0.04], [-0.38, 1.01, -0.38], [-1.12, -1.05, -0.61], [0.04, 0.01, 0.05], [0.01, -0.03, -0.07], [0.16, -0.27, 1.10], [-0.20, -1.17, -1.76], [-0.34, 0.05, 0.31], [1.13, 0.47, -0.13], [0.18, -0.20, -1.15], [0.05, 0.04, -0.03], [0.06, -0.05, -0.01], [0.59, -1.66, 0.55], [0.71, -0.24, -0.20], [-0.78, 0.19, -0.77], [-0.45, 0.29, 0.61], [0.28, 0.14, -0.78], [-0.62, -0.73, 0.48], [-1.02, 1.37, 1.87], [-1.93, -0.84, -0.47], [0.51, 0.54, -0.18], [-0.35, 1.38, -0.93], [0.97, 0.81, 0.84], [0.18, -0.05, 0.74], [-0.38, 0.64, 0.65], [0.24, -0.40, -0.23], [-2.52, 2.09, -2.11], [0.67, -0.76, 0.65], [0.46, -1.91, -1.31], [-0.74, -0.30, -0.42], [-0.04, 0.28, 1.26], [0.31, -0.58, 0.38], [1.42, 0.10, 1.30], [-0.66, 0.49, 0.34], [-0.13, 1.10, 0.17], [0.81, 0.09, 0.56], [-0.31, 0.66, 0.37], [-1.76, 0.94, -1.61], [-0.57, 0.86, -0.91], [0.55, 0.68, -0.73], [-0.11, -0.24, 0.19], [-0.15, -0.73, -1.40], [0.22, 0.21, -0.48], [0.39, 0.36, 0.16], [-0.10, -0.67, 0.64], [0.07, -0.01, -0.01], [0.97, -1.36, 0.15], [0.04, 0.37, 0.22], [0.34, -0.22, -0.34], [2.18, -1.47, 1.59], [-0.86, 0.49, 0.19], [-0.01, 1.01, 0.63], [-0.23, -0.18, 0.78], [0.07, 0.31, -0.23], [0.67, 0.19, 0.93], [0.97, -0.21, 0.18], [0.00, -0.07, -0.04], [0.05, -0.05, -0.06]], "total_charge": 1, "lumo_ev": -4.09, "orbital_gap_ev": 6.92}

Record 2
{"formula": "C38H53N6O4PRuS2", "method": "ωB97M-V with the def2-TZVPD basis set", "symbols": ["C", "H", "C", "H", "H", "H", "C", "N", "C", "C", "H", "H", "C", "H", "H", "C", "H", "H", "C", "H", "H", "C", "O", "H", "H", "H", "C", "H", "H", "C", "C", "H", "H", "C", "H", "H", "Ru", "C", "H", "H", "C", "H", "H", "C", "H", "C", "H", "C", "C", "H", "N", "N", "C", "C", "C", "C", "H", "C", "C", "C", "H", "C", "S", "H", "H", "N", "H", "H", "O", "C", "H", "O", "C", "H", "H", "C", "H", "P", "C", "N", "H", "C", "O", "C", "H", "H", "C", "H", "H", "S", "H", "C", "H", "H", "C", "N", "C", "H", "C", "H", "H", "H", "H", "H", "H"], "positions_angstrom": [[2.9557, -0.6325, -0.5998], [-2.2483, 5.0053, 1.3583], [-2.2376, -2.3658, 1.9580], [-1.2306, 4.8623, -1.2588], [-2.2759, -4.0983, 3.2774], [1.6966, 4.4210, 2.0558], [-1.0349, 4.4419, -2.2409], [0.0489, -0.4091, 2.0486], [-0.8394, 0.4575, 4.1714], [1.3113, 5.7671, -0.2243], [-3.3072, -2.4266, 1.7380], [-1.2819, 3.0301, 3.3701], [-1.6226, -0.6346, -4.0731], [1.2554, 2.2452, -3.3509], [-3.5024, -1.0749, -3.1563], [-1.7075, 0.3122, 5.2514], [-1.5695, 0.9520, 6.1151], [2.3152, 5.8908, 0.1953], [3.2204, 3.7607, -2.1721], [-1.7324, -2.0850, 1.0475], [-3.3977, -0.7015, 6.0879], [-2.9638, 4.2055, 1.5051], [0.6273, -4.1655, 0.3574], [0.0929, -5.2775, -3.0922], [3.9601, 3.1437, -2.6865], [-0.6726, -3.7008, 2.6595], [-0.6801, 2.9362, 4.2733], [-3.1880, 1.4589, -3.4324], [-1.3638, 2.9574, 5.1217], [-4.0689, 1.0281, -1.5425], [0.2903, -3.0907, 0.0357], [-4.4245, 2.0525, -1.4540], [2.5540, 4.1879, -2.9140], [0.0270, -3.1543, -3.3145], [0.8331, 1.6318, 3.4353], [0.6858, 1.5606, 5.1866], [-0.0010, -0.1719, -0.0003], [-4.7972, 2.1468, 1.9063], [-0.9997, -3.0791, -2.9889], [-1.8785, 3.8042, -2.5252], [2.6829, -3.3639, -4.1462], [1.4743, -0.8520, 3.4962], [0.7231, 3.6647, -4.2730], [-2.7379, -0.6033, 5.2359], [-1.8376, 0.1377, -4.8139], [1.9696, -4.4935, -3.7844], [0.6911, 6.5890, 0.1395], [-3.7502, 2.0084, 1.0119], [-2.8146, 3.0174, 0.8120], [4.1538, 1.9371, -0.3922], [-0.1438, -2.0435, -0.3751], [0.2103, 3.6813, -2.2323], [3.3352, 2.5756, -0.0654], [-2.5836, -0.5430, -2.8937], [3.6432, -1.0141, 1.5105], [0.4524, 2.9642, -3.4780], [-0.9662, 5.2590, -2.9629], [-2.9150, 0.9067, -2.5280], [-2.9063, -1.3975, 4.1173], [-1.7323, -3.7424, 2.4015], [1.3706, 5.8399, -1.3081], [-2.0366, -1.3297, 3.0348], [-3.5561, 0.4754, 0.1330], [2.7605, 2.0266, 0.6774], [-0.0185, 3.8004, 4.3513], [0.7193, 4.4945, 0.1745], [-1.8542, -4.4761, 1.6038], [2.8862, -0.5092, -1.6693], [-2.0677, 0.2924, 0.0391], [-4.0200, 4.3674, 2.3979], [5.0475, -1.2080, -0.2050], [0.2944, 1.9973, -0.1365], [4.0619, -0.9916, 0.1731], [0.0342, 5.0284, 2.0823], [-2.0284, 1.3822, -2.1037], [0.1166, 1.6279, 4.2568], [0.3371, 3.2981, 1.8396], [0.9033, 3.1845, -0.8211], [2.0711, -2.1182, -4.0901], [2.4905, 2.9360, -1.2118], [-5.7406, 3.4688, 3.3067], [2.2943, -0.6729, 1.4906], [0.1208, 0.1630, -2.1636], [0.7530, -2.0193, -3.6648], [-0.4485, 2.4286, -3.7915], [-1.9680, 2.8512, 0.1564], [1.2668, -0.6347, 2.4510], [3.7091, -3.4472, -4.4769], [-2.1488, -1.0463, -2.0289], [0.1173, -0.3671, -3.5905], [2.6148, -1.2248, -4.3738], [-0.9806, -0.3987, 3.0686], [-5.4954, 1.3342, 2.0650], [3.7511, 4.5759, -1.6710], [0.6431, -4.3902, -3.3737], [1.9017, -0.4067, 0.1988], [-4.9299, 3.3428, 2.6021], [3.7612, 3.4741, 0.3960], [0.6991, 4.2970, 1.6181], [-4.1218, 5.2943, 2.9466], [2.4414, -5.4659, -3.8263], [-4.9085, 0.3918, -1.8271], [-3.7063, -2.1287, 4.0900], [4.2251, -1.2766, 2.3791], [-1.6623, -1.5983, -4.5763]], "atomic_forces_ev_per_a": [[0.06, 0.15, -0.04], [-0.01, -0.01, 0.01], [0.01, 0.00, 0.12], [0.00, 0.03, 0.01], [0.00, 0.02, 0.02], [0.00, -0.01, -0.01], [0.07, 0.01, 0.00], [0.02, -0.02, -0.02], [-0.09, 0.14, 0.02], [-0.06, 0.00, 0.01], [-0.01, 0.00, -0.01], [-0.03, 0.02, -0.02], [-0.03, -0.03, 0.08], [0.01, -0.02, -0.03], [0.01, 0.02, -0.06], [-0.01, 0.04, -0.01], [-0.01, 0.00, 0.00], [0.02, -0.01, -0.02], [-0.03, -0.05, -0.01], [-0.12, 0.08, -0.06], [-0.01, 0.00, -0.01], [-0.03, 0.01, -0.01], [0.23, -0.11, -0.09], [0.00, -0.01, 0.00], [0.01, 0.00, 0.01], [-0.03, -0.03, 0.00], [0.07, 0.00, 0.04], [-0.06, -0.01, 0.01], [0.03, 0.04, 0.00], [0.01, 0.01, -0.08], [-0.19, 0.12, -0.15], [0.02, 0.02, -0.01], [0.01, 0.02, 0.00], [0.09, 0.01, 0.01], [-0.02, 0.03, 0.01], [0.10, -0.07, -0.04], [-0.52, 1.54, -0.85], [-0.03, -0.02, -0.01], [-0.04, 0.02, 0.08], [0.00, 0.00, 0.01], [-0.01, 0.06, -0.02], [-0.06, 0.07, -0.01], [-0.02, 0.01, -0.01], [-0.02, -0.03, 0.02], [0.03, 0.00, 0.01], [-0.06, -0.03, 0.02], [0.01, 0.00, 0.01], [0.12, 0.02, 0.05], [-0.04, 0.02, 0.01], [0.01, -0.03, -0.02], [0.02, -1.02, 0.12], [-0.07, -0.11, 0.00], [-0.01, -0.02, -0.03], [-0.01, 0.09, 0.04], [0.08, -0.09, -0.17], [0.03, 0.09, 0.00], [-0.01, -0.01, -0.02], [0.02, -0.08, 0.01], [-0.03, 0.07, 0.00], [-0.04, 0.02, 0.04], [0.00, 0.01, -0.01], [0.07, -0.02, -0.02], [0.15, -0.10, 0.20], [0.00, -0.06, 0.01], [-0.01, 0.01, -0.01], [-0.02, -0.02, 0.15], [0.02, 0.01, 0.03], [-0.03, 0.00, 0.02], [-0.33, 0.02, -0.07], [0.04, 0.01, -0.03], [0.01, -0.02, 0.02], [0.17, 0.01, 0.48], [-0.06, 0.04, 0.09], [0.01, -0.01, 0.01], [0.02, 0.03, -0.07], [-0.07, 0.00, -0.03], [-0.02, 0.03, 0.03], [-0.15, -0.02, -0.19], [0.03, 0.00, 0.06], [0.09, -0.08, 0.08], [0.00, -0.01, 0.00], [0.22, 0.20, 0.19], [-0.04, -0.08, -0.37], [-0.01, -0.11, 0.10], [0.00, -0.01, 0.02], [0.00, -0.02, 0.00], [-0.10, -0.26, 0.17], [0.00, 0.00, 0.00], [-0.05, -0.08, 0.02], [0.12, 0.19, 0.25], [0.00, 0.00, -0.01], [0.05, -0.22, -0.02], [0.01, -0.01, 0.01], [-0.01, 0.02, 0.01], [0.01, -0.01, 0.00], [0.63, -0.42, -0.03], [-0.03, 0.01, -0.01], [-0.03, 0.00, 0.02], [-0.04, 0.00, -0.02], [-0.01, 0.00, -0.01], [0.01, 0.00, 0.01], [0.00, 0.00, 0.02], [0.00, 0.00, -0.02], [0.02, 0.02, -0.01], [-0.03, 0.02, 0.00]], "s_squared": 0.755, "total_charge": 1, "spin_multiplicity": 2, "e_above_lowest_kcal_mol": 0.0, "lumo_ev": [-1.97, -2.86], "orbital_gap_ev": [8.01, 7.09]}

Record 3
{"formula": "C33H37AsMnN5S", "method": "ωB97M-V with the def2-TZVPD basis set", "symbols": ["H", "C", "N", "C", "H", "H", "N", "C", "H", "H", "H", "H", "H", "C", "H", "C", "H", "H", "C", "Mn", "C", "H", "C", "H", "H", "H", "C", "N", "H", "H", "C", "C", "C", "H", "C", "C", "H", "H", "H", "N", "H", "H", "C", "C", "C", "C", "S", "As", "C", "C", "H", "C", "C", "H", "H", "H", "H", "H", "H", "C", "H", "H", "H", "C", "C", "C", "H", "N", "C", "C", "H", "C", "H", "C", "C", "C", "C", "H"], "positions_angstrom": [[2.8110, -2.9261, -0.8812], [2.0006, -2.2150, -1.0651], [-2.1347, 0.4811, 0.0503], [-1.1875, -0.8225, -3.4267], [4.5915, 1.3350, 0.1670], [0.1077, 6.3281, 0.6639], [1.4051, -1.6650, 0.1262], [-0.9298, -1.4245, 4.1950], [-0.3167, -0.9387, -4.0750], [3.1756, -0.6445, 6.7211], [1.0406, -2.8485, -2.9232], [-2.7441, -0.2988, 4.0311], [2.4012, -1.3718, -1.6329], [6.8775, 2.8129, 2.1745], [2.0287, 3.8238, 3.5321], [1.2933, 0.3866, 6.6431], [-3.9889, 0.8180, 2.7924], [3.7787, -0.1116, 4.4035], [1.5878, 3.9560, 2.5522], [-0.0670, -0.1241, -0.4078], [0.5431, 4.3376, 0.0313], [0.1641, 4.4948, -0.9707], [0.8444, -2.8974, -1.8511], [3.4030, -2.9711, 1.4204], [-3.5428, 1.7987, -0.8313], [6.9030, 2.1891, 0.1221], [1.5881, 2.8930, 1.6488], [-0.5037, -0.8017, 1.5960], [-3.6327, 0.1069, -1.3122], [0.8225, -3.9571, -1.5846], [0.3881, -1.5779, 2.2207], [0.7774, 1.4436, 4.5413], [1.9848, 1.0105, 3.9999], [0.0986, 2.0399, 3.9459], [-2.5519, 0.3609, 1.2453], [2.4934, -0.0663, 6.1096], [-1.5792, 2.2268, -2.0892], [1.0681, 5.9977, 2.9324], [4.2480, 2.5004, 4.2795], [-0.9484, 0.3239, -2.5520], [7.8921, 3.1890, 2.1546], [2.4271, -3.2363, 2.8632], [0.5221, 5.3692, 0.9480], [-1.6123, -0.3485, 2.1850], [-1.4258, -2.1071, -2.6387], [-2.9364, 0.9193, -1.0735], [1.1613, 1.8843, -0.9489], [2.4380, 1.1919, 2.1044], [1.0803, 3.0855, 0.3555], [-3.9057, 0.7859, 1.7121], [0.8965, -2.5311, 4.0997], [-2.0516, 1.2633, -2.2818], [6.1281, 2.8950, 3.3397], [-1.4494, -2.9597, -3.3277], [-2.4125, -2.0537, -2.1719], [-0.4967, 1.5057, 6.2639], [2.0947, -4.1576, 1.3996], [-0.1841, 0.8789, -2.9115], [6.5562, 3.3377, 4.2301], [4.8255, 2.4196, 3.3660], [-1.0923, -1.6589, 5.2387], [-2.7044, 1.3707, -3.1551], [-0.9066, -2.8488, -0.8380], [0.4370, 1.1395, 5.8530], [0.2005, -1.9121, 3.5564], [2.8292, 0.2389, 4.7992], [-2.0455, -0.6591, -4.0889], [-0.4643, -2.2851, -1.5474], [5.0251, 1.7647, 1.0629], [1.4564, -2.1199, 1.3011], [-4.1441, 1.7754, 1.3193], [-1.8618, -0.6498, 3.5190], [1.0348, 0.1637, 7.6706], [1.0545, 5.1854, 2.2178], [2.3940, -3.1786, 1.7801], [6.3233, 2.2499, 1.0342], [4.2666, 1.8503, 2.2286], [-4.6604, 0.0926, 1.3315]], "atomic_forces_ev_per_a": [[-0.06, 0.01, -0.05], [0.13, 0.01, 0.00], [0.12, -0.31, 0.00], [-0.04, -0.01, -0.05], [-0.02, -0.02, -0.01], [0.00, 0.01, 0.01], [-0.32, -0.01, -0.20], [-0.04, -0.02, 0.18], [0.04, -0.02, 0.05], [-0.02, 0.01, -0.02], [0.02, 0.07, 0.03], [-0.03, 0.00, -0.01], [0.04, -0.05, -0.02], [0.02, 0.00, 0.01], [0.00, -0.05, 0.06], [-0.03, -0.02, 0.00], [0.00, 0.01, 0.04], [-0.05, 0.02, 0.00], [0.00, -0.11, 0.01], [0.23, 0.24, -0.64], [0.00, -0.09, -0.05], [0.00, -0.01, 0.01], [0.05, -0.09, -0.05], [-0.05, -0.03, 0.01], [-0.01, -0.05, -0.04], [0.00, 0.00, 0.00], [0.01, -0.02, -0.07], [-0.08, -0.15, 0.40], [0.01, 0.01, -0.04], [0.00, -0.01, -0.04], [-0.34, 0.26, -0.03], [0.08, 0.06, -0.04], [-0.03, 0.02, -0.02], [-0.02, 0.07, -0.08], [-0.06, 0.10, 0.02], [-0.01, -0.02, 0.04], [0.00, -0.02, 0.01], [0.00, 0.00, 0.00], [0.01, 0.00, -0.01], [-0.25, 0.04, 0.18], [0.00, 0.00, 0.01], [0.02, 0.00, 0.03], [0.00, 0.08, 0.05], [0.33, -0.24, 0.08], [-0.09, -0.10, -0.03], [-0.04, 0.06, 0.06], [0.17, -0.09, 0.09], [-0.06, 0.04, -0.07], [-0.06, 0.04, 0.11], [-0.08, 0.07, -0.10], [0.06, -0.01, -0.01], [-0.11, -0.02, -0.04], [0.06, 0.03, 0.00], [0.02, 0.03, 0.00], [0.01, -0.01, 0.01], [0.01, 0.00, 0.00], [0.00, -0.01, 0.02], [0.07, 0.08, -0.01], [0.00, 0.00, -0.01], [-0.04, 0.05, 0.05], [0.01, -0.01, -0.02], [0.04, 0.03, 0.00], [-0.06, 0.03, 0.17], [-0.02, 0.00, 0.06], [-0.02, 0.06, -0.14], [0.09, -0.06, -0.01], [0.03, 0.01, 0.00], [0.08, 0.16, -0.05], [-0.03, 0.01, 0.04], [0.02, -0.06, 0.34], [0.00, -0.03, 0.02], [0.09, 0.06, -0.17], [0.00, 0.00, -0.01], [-0.04, 0.09, -0.01], [0.18, -0.09, -0.02], [0.05, 0.02, -0.01], [0.02, -0.06, -0.05], [-0.01, 0.00, 0.02]], "s_squared": 8.759, "total_charge": 1, "spin_multiplicity": 6, "lumo_ev": [-3.28, -3.46], "orbital_gap_ev": [6.16, 6.17]}